No. 1
ORCA calculation (ωB97M-V/def2-TZVPD) on 5 unconnected molecules or ions with the total composition C3H15NO3S at a distorted geometry.

Computed properties:
- E_tot: -801.7298 Ha
- Highest occupied orbital energy: -0.32832 hartree
- M: 145.224 g/mol
- Total charge: 0
- ΔE to the lowest compared entry with this formula, charge and spin: 5.984 eV
- F_max: 0.070 Eh/bohr
- HOMO-LUMO gap: 0.1809 Ha

Element x y z (Å)
O (0.04535, -2.03821, -1.81232)
H (-0.33702, -2.48189, -2.58934)
H (0.98668, -0.11554, -0.95927)
H (-0.30767, -0.51223, 1.81586)
C (0.00420, -0.93923, 0.87272)
H (-3.34910, 1.15455, -1.74953)
H (2.03656, -1.39198, 1.44947)
C (1.15876, -1.91700, 1.07310)
H (0.85898, -2.68854, 1.75667)
C (0.49387, 0.32609, -0.11697)
O (-1.06441, 1.63133, 2.52695)
H (-1.87011, -0.93298, 0.19983)
N (-1.06098, -1.54963, 0.28459)
H (1.51503, 2.54824, -1.32072)
H (-1.17514, 2.38677, 3.11220)
H (-0.38061, 0.82853, -0.45345)
H (-0.19583, 1.74938, 2.10764)
H (1.99007, 3.01185, -2.68866)
S (1.54509, 1.37512, 0.71964)
H (-0.82451, -1.94140, -0.72129)
O (1.19179, 2.85574, -2.17774)
H (-2.67760, 1.03134, -1.45364)
H (1.41660, -2.39030, 0.12425)

***

No. 2
ORCA calculation (ωB97M-V/def2-TZVPD) on a molecular structure, C56H45N2O3P2Sc at a distorted geometry.

Computed properties:
- E_tot: -3939.2510 Ha
- Highest occupied orbital energy: -0.46656 hartree
- M: 900.891 g/mol
- Total charge: +2
- ΔE to the lowest compared entry with this formula, charge and spin: 0.000 eV
- F_max: 0.059 Eh/bohr
- HOMO-LUMO gap: 0.2440 Ha

Element x y z (Å)
C (-2.82068, -2.16534, -3.24313)
C (-0.75778, 2.25829, 1.03821)
C (-2.04649, 3.59814, -4.19860)
C (-2.64914, 4.15793, 5.11018)
H (-0.98539, -3.51419, 5.26424)
C (5.04631, -0.46568, -1.58552)
H (-1.83326, -5.22076, 3.69969)
C (3.54778, -0.65958, -3.52884)
H (3.28582, -5.82975, 3.74391)
H (-1.78503, 4.07755, -5.13320)
P (-1.60774, 0.03029, -2.31864)
C (1.36125, 1.39474, 4.85396)
H (6.40748, -0.32966, 0.09664)
C (-2.85182, 4.32902, -3.32825)
Sc (-0.62347, -0.58808, 0.12274)
H (-3.87257, 4.39302, -1.44060)
H (5.15928, 0.63850, -4.10109)
C (-3.61886, -2.11337, 0.13623)
C (-1.33183, 4.46768, 2.70775)
C (-1.17035, -1.94380, 3.87877)
C (4.06653, 0.63234, -4.13633)
H (2.89190, 1.83560, 1.30825)
C (1.29774, 0.32665, 3.97849)
H (0.30622, -1.11977, -6.75023)
H (4.41260, -0.57595, 1.72896)
C (5.35905, -0.47754, -0.23786)
H (-4.07294, -2.91687, 0.70856)
H (4.27995, -2.07807, -4.97116)
P (1.70791, -0.82081, 1.45539)
C (-1.73611, -4.21228, 3.38147)
H (1.02554, -3.59115, 0.87419)
C (-1.96679, 1.80350, -2.65670)
C (-3.84681, -2.93700, -3.80803)
C (-2.77794, 2.53693, -1.78216)
H (-4.55769, 0.78054, -3.00235)
C (-0.23148, -0.45200, -3.41992)
H (3.86556, -3.62848, 4.89760)
C (-4.27469, -0.25872, -3.20737)
H (-0.98053, 1.71117, -4.54541)
O (1.39935, -0.60287, -1.61847)
H (0.91683, -0.66339, 4.24554)
H (-3.77822, -2.29042, -0.93196)
H (-0.89476, -1.12272, 4.57981)
C (-1.90500, -2.56186, 1.72594)
H (5.86978, -0.35793, -2.25248)
N (-1.41169, -0.26284, 2.05592)
C (2.98813, -4.84674, 3.35257)
C (3.38641, -3.63746, 3.91070)
H (2.16606, 3.34163, 5.18933)
C (2.00465, 2.55240, 4.47935)
H (-2.90891, 6.25991, 5.06924)
H (3.39623, -1.55385, 3.85148)
H (-3.17415, 4.02965, 6.10040)
C (-1.80003, 5.57545, 3.39832)
H (1.00903, 1.28601, 5.87577)
C (2.19576, -2.37848, 2.27857)
O (-2.20049, -2.15168, 0.41287)
C (0.52550, -0.97737, -5.69063)
C (2.50126, 2.77466, 3.21818)
N (-1.53936, 0.80741, 2.78155)
C (4.31158, -0.58291, 0.64369)
H (1.86916, -5.74624, 1.79180)
H (-3.05556, 2.15781, -0.76172)
C (-5.27606, -1.07141, -3.73488)
C (1.71514, -3.58859, 1.73285)
C (-1.26886, -3.26126, 4.28029)
H (-0.56788, 5.65668, 1.08609)
C (1.82996, -0.99605, -5.26013)
H (5.43520, -1.72079, -3.78083)
H (-1.54408, -0.58155, -5.08797)
C (2.71271, -0.59314, -1.14840)
H (-1.83327, -2.64994, -3.06696)
H (3.89137, 0.66969, -5.21889)
H (-6.25241, -0.65059, -3.80778)
H (-3.67090, -3.95771, -3.95320)
H (-2.22513, 2.08227, 4.94471)
C (1.11212, -0.59525, -2.99564)
H (-0.13912, 3.66306, -0.42681)
C (2.46720, 1.69891, 2.30666)
C (-2.04498, -3.84674, 2.09369)
H (-5.93101, -3.03081, -4.39638)
C (-0.48518, -0.64339, -4.78207)
H (3.03172, 3.68947, 3.01638)
C (-1.54706, 3.18247, 3.20677)
C (-1.55405, -1.55705, 2.61077)
C (-3.25377, 3.79366, -2.13159)
H (-3.12711, 5.30125, -3.62399)
C (2.96063, -0.61657, 0.21640)
C (-0.46092, 3.59643, 0.55128)
H (3.56110, 1.52384, -3.71130)
C (-5.09547, -2.39272, -4.06203)
O (-0.40812, 1.30667, 0.25288)
C (-0.73271, 4.62853, 1.36625)
C (-2.53067, 5.41995, 4.55057)
C (-1.28539, 2.04220, 2.33353)
C (2.16415, -4.81696, 2.24362)
H (2.55710, -1.21898, -6.00687)
C (3.01669, -2.46880, 3.36535)
H (-1.65368, 6.55850, 2.96480)
C (2.13040, -0.74437, -3.94582)
C (-2.18007, 3.02756, 4.44562)
H (4.07522, -2.77817, -3.40617)
C (-3.02008, -0.83682, -2.98321)
C (4.37938, -1.87811, -3.94402)
C (-1.59514, 2.34271, -3.89273)
C (3.75741, -0.57913, -2.04477)
C (1.85038, 0.52937, 2.69454)
H (-2.43784, -4.59766, 1.39635)
H (-4.02002, -1.16191, 0.45742)

***

No. 3
ORCA calculation (ωB97M-V/def2-TZVPD) on 2 unconnected molecules or ions with the total composition C4H9ClN2O at a distorted geometry.

Computed properties:
- E_tot: -802.5934 Ha
- Highest occupied orbital energy (spin up / spin down): -0.36288 / -0.33610 hartree
- M: 136.582 g/mol
- Total charge: 0
- ΔE to the lowest compared entry with this formula, charge and spin: 4.541 eV
- F_max: 0.039 Eh/bohr
- HOMO-LUMO gap (spin up / spin down): 0.3429 / 0.2572 Ha

Element x y z (Å)
H (-0.57738, -0.55079, 2.26606)
C (1.30865, 1.03445, 0.09510)
C (-0.52592, -1.13850, 1.35154)
H (0.99326, 3.14754, 0.00051)
H (0.93799, 2.31406, -1.57806)
N (1.33682, 0.00642, -0.79439)
H (-1.36945, -2.20042, -0.77055)
N (-0.93536, -0.41133, 0.27239)
C (-1.43057, -1.10789, -0.84801)
C (0.67299, 2.25284, -0.52784)
H (0.58495, -1.36039, 1.20859)
H (-0.90252, -0.76458, -1.74193)
H (-0.40475, 2.14264, -0.43530)
O (1.69232, 0.96206, 1.24977)
H (-2.47524, -0.80663, -0.97888)
H (-0.97052, -2.14247, 1.44795)
Cl (2.06475, -1.37700, -0.21694)